C9H56F6NO20P | the ωB97M-V functional and the def2-TZVPD basis

The molecular weight is 643.50 g mol⁻¹. The calculation puts the calculated total energy at -2876.72257 Eh. The calculation puts the HOMO-LUMO gap at 3.75 eV.

ORCA input file:
```
! wB97M-V def2-TZVPD RIJCOSX def2/J DEFGRID3
* xyz -2 1
C 0.883 0.332 1.119
C -0.514 0.545 0.492
C -0.756 2.090 0.121
C 0.036 2.406 -1.214
C -0.337 1.498 -2.330
C -0.161 -0.045 -2.030
N -0.829 -0.390 -0.707
O -0.758 -1.907 -0.404
C 1.359 -0.381 -2.115
C -0.874 -0.842 -3.211
C -1.577 0.350 1.652
H 1.646 0.941 0.635
H 1.431 -0.607 1.044
H 0.918 0.510 2.194
H -0.355 2.703 0.928
H -1.808 2.345 -0.002
H 1.117 2.477 -1.099
H -0.334 3.406 -1.440
H 0.141 1.829 -3.252
H -1.390 1.627 -2.578
H 1.953 0.453 -2.487
H 1.643 -1.177 -2.803
H 1.874 -0.538 -1.167
H -0.568 -0.608 -4.230
H -1.938 -0.676 -3.040
H -0.706 -1.919 -3.214
H -2.604 0.364 1.286
H -1.623 1.052 2.485
H -1.331 -0.631 2.059
P 5.517 2.892 7.716
F 5.438 1.800 8.962
F 3.942 2.571 7.674
F 5.367 4.042 8.841
F 5.481 3.969 6.500
F 7.152 3.085 7.772
F 5.699 1.676 6.641
O -3.776 4.183 -7.896
H -2.825 4.217 -8.001
H -3.992 4.980 -7.411
O -2.803 -6.501 3.178
H -2.696 -5.902 2.439
H -2.465 -6.015 3.931
O -5.483 5.366 4.070
H -5.222 4.889 3.282
H -4.766 5.980 4.228
O -2.093 -4.917 -9.370
H -1.557 -4.286 -8.889
H -1.461 -5.488 -9.805
O -1.704 -4.082 6.825
H -0.954 -4.069 7.420
H -1.885 -3.160 6.647
O 2.910 -5.177 -0.731
H 2.105 -4.707 -0.949
H 2.644 -5.813 -0.067
O 1.696 4.120 -8.950
H 2.324 4.181 -8.230
H 1.790 4.948 -9.421
O 1.903 6.249 4.502
H 2.302 6.767 3.803
H 2.581 5.622 4.753
O -4.390 -6.423 -1.995
H -3.465 -6.332 -1.765
H -4.839 -5.784 -1.441
O 6.754 -3.727 -7.401
H 7.682 -3.834 -7.611
H 6.652 -4.143 -6.545
O -5.762 -1.846 -0.958
H -5.208 -1.866 -1.738
H -5.172 -1.588 -0.251
O 6.672 2.886 1.910
H 5.740 2.681 1.830
H 6.813 2.998 2.850
O -5.823 3.892 -2.119
H -5.004 3.879 -2.615
H -5.912 4.799 -1.828
O -3.220 7.667 -5.047
H -3.609 7.721 -4.174
H -2.955 8.565 -5.248
O 6.350 -5.844 -3.290
H 6.083 -6.752 -3.148
H 5.797 -5.335 -2.698
O -5.974 -5.791 -6.299
H -5.728 -6.061 -5.415
H -5.144 -5.731 -6.772
O -4.392 1.960 9.009
H -5.134 1.364 8.911
H -4.544 2.642 8.354
O 0.493 -0.338 9.898
H 1.147 0.073 9.333
H 0.206 0.363 10.483
O 5.745 -5.476 3.346
H 5.411 -5.357 2.457
H 5.022 -5.886 3.822
*
```